[1]
{"formula": "C24H60Cd2F12N4O4P2S", "method": "the ωB97M-V functional and the def2-TZVPD basis", "symbols": ["Cd", "Cd", "S", "O", "O", "O", "O", "P", "F", "F", "F", "F", "F", "F", "P", "F", "F", "F", "F", "F", "F", "C", "C", "N", "C", "C", "C", "C", "H", "H", "H", "H", "H", "H", "H", "H", "H", "H", "H", "H", "H", "H", "H", "C", "C", "N", "C", "C", "C", "C", "H", "H", "H", "H", "H", "H", "H", "H", "H", "H", "H", "H", "H", "H", "H", "C", "C", "N", "C", "C", "C", "C", "H", "H", "H", "H", "H", "H", "H", "H", "H", "H", "H", "H", "H", "H", "H", "C", "C", "N", "C", "C", "C", "C", "H", "H", "H", "H", "H", "H", "H", "H", "H", "H", "H", "H", "H", "H", "H"], "positions_angstrom": [[30.40, -41.19, 2.72], [30.49, -46.43, 2.10], [30.50, -43.80, 2.70], [29.37, -42.92, 2.42], [30.95, -44.50, 1.50], [31.49, -42.89, 3.24], [30.11, -44.95, 3.51], [32.07, -47.31, -1.36], [31.85, -48.89, -1.00], [31.37, -46.96, 0.10], [33.50, -47.37, -0.62], [32.21, -45.75, -1.64], [32.75, -47.71, -2.76], [30.60, -47.29, -2.08], [27.20, -39.60, 1.57], [26.36, -39.98, 2.92], [26.86, -41.06, 0.94], [25.85, -38.99, 0.93], [28.00, -39.21, 0.23], [27.55, -38.15, 2.27], [28.55, -40.19, 2.22], [33.84, -45.89, 2.30], [33.03, -46.46, 3.50], [32.00, -47.49, 3.22], [31.49, -47.95, 4.54], [30.56, -49.16, 4.39], [32.60, -48.58, 2.41], [33.77, -49.30, 3.08], [33.25, -45.44, 1.51], [34.50, -46.65, 1.88], [34.41, -45.12, 2.81], [33.81, -46.79, 4.19], [32.62, -45.58, 4.01], [32.32, -48.20, 5.19], [30.92, -47.12, 4.97], [29.96, -49.10, 3.49], [31.18, -50.06, 4.40], [29.90, -49.22, 5.25], [32.95, -48.18, 1.46], [31.84, -49.29, 2.09], [34.14, -50.07, 2.39], [33.46, -49.87, 3.96], [34.58, -48.63, 3.36], [30.16, -41.66, -0.61], [30.95, -40.39, -0.25], [31.62, -40.45, 1.07], [32.75, -41.44, 1.01], [33.89, -41.16, 0.01], [32.21, -39.08, 1.27], [32.86, -38.87, 2.60], [30.77, -42.55, -0.76], [29.52, -41.48, -1.46], [29.51, -41.87, 0.24], [31.70, -40.24, -1.03], [30.28, -39.54, -0.22], [32.36, -42.45, 0.93], [33.26, -41.51, 1.97], [34.55, -42.02, 0.02], [34.48, -40.28, 0.27], [33.58, -41.00, -1.02], [32.82, -38.86, 0.39], [31.35, -38.39, 1.26], [32.18, -39.12, 3.42], [33.73, -39.53, 2.74], [33.27, -37.88, 2.76], [32.62, -41.29, 5.35], [31.43, -40.36, 5.58], [30.15, -40.63, 4.86], [29.50, -41.74, 5.60], [28.08, -42.07, 5.11], [29.37, -39.36, 4.84], [29.05, -38.75, 6.22], [33.04, -41.26, 4.34], [32.38, -42.33, 5.56], [33.39, -41.00, 6.07], [31.26, -40.43, 6.66], [31.70, -39.30, 5.53], [30.19, -42.58, 5.54], [29.42, -41.45, 6.65], [27.88, -41.83, 4.07], [27.79, -43.10, 5.32], [27.35, -41.52, 5.70], [28.40, -39.53, 4.40], [29.89, -38.60, 4.25], [28.12, -38.21, 6.07], [29.77, -38.04, 6.62], [28.85, -39.47, 7.01], [27.75, -47.00, 4.23], [27.52, -46.38, 2.86], [28.43, -46.88, 1.78], [28.06, -48.28, 1.50], [28.92, -48.89, 0.39], [28.22, -45.95, 0.64], [26.83, -45.95, 0.00], [28.77, -46.85, 4.60], [27.63, -48.08, 4.19], [27.09, -46.59, 4.99], [26.48, -46.62, 2.62], [27.60, -45.30, 2.92], [28.18, -48.93, 2.36], [27.05, -48.38, 1.09], [29.03, -48.23, -0.47], [29.93, -49.11, 0.75], [28.52, -49.83, 0.00], [28.93, -46.07, -0.18], [28.47, -44.95, 1.00], [26.62, -46.95, -0.41], [26.85, -45.35, -0.91], [26.05, -45.60, 0.67]], "lowdin_charge": [1.458, 1.465, 0.202, -0.415, -0.420, -0.409, -0.416, 0.171, -0.167, -0.266, -0.155, -0.130, -0.137, -0.163, 0.167, -0.163, -0.158, -0.146, -0.143, -0.168, -0.250, -0.062, -0.262, -0.261, -0.240, -0.075, -0.248, -0.056, 0.054, 0.071, 0.084, 0.111, 0.100, 0.119, 0.098, 0.046, 0.076, 0.083, 0.077, 0.105, 0.090, 0.068, 0.071, -0.051, -0.235, -0.250, -0.249, -0.058, -0.242, -0.076, 0.075, 0.091, 0.035, 0.107, 0.101, 0.087, 0.089, 0.085, 0.071, 0.072, 0.117, 0.125, 0.035, 0.074, 0.091, -0.081, -0.261, -0.252, -0.227, -0.062, -0.251, -0.065, 0.040, 0.066, 0.085, 0.116, 0.111, 0.100, 0.106, 0.043, 0.078, 0.082, 0.074, 0.115, 0.085, 0.073, 0.069, -0.075, -0.241, -0.252, -0.247, -0.075, -0.263, -0.051, 0.043, 0.064, 0.086, 0.121, 0.112, 0.092, 0.115, 0.058, 0.047, 0.090, 0.102, 0.090, 0.074, 0.089, 0.076], "orbital_gap_ev": 10.64, "e_lumo_ev": 0.133, "charge": 0}

=====

[2]
{"formula": "C24H60F2N3O6PS2", "method": "the ωB97M-V functional and the def2-TZVPD basis", "symbols": ["C", "C", "C", "O", "C", "N", "H", "H", "H", "H", "H", "H", "H", "H", "H", "H", "H", "H", "C", "C", "C", "O", "C", "N", "H", "H", "H", "H", "H", "H", "H", "H", "H", "H", "H", "H", "C", "C", "C", "C", "P", "C", "C", "C", "C", "C", "C", "C", "C", "C", "C", "C", "C", "H", "H", "H", "H", "H", "H", "H", "H", "H", "H", "H", "H", "H", "H", "H", "H", "H", "H", "H", "H", "H", "H", "H", "H", "H", "H", "H", "H", "H", "H", "H", "H", "H", "H", "H", "H", "N", "S", "O", "O", "F", "S", "O", "O", "F"], "positions_angstrom": [[5.48, 5.88, -4.55], [6.70, 5.47, -5.38], [6.35, 4.81, -6.74], [7.49, 4.68, -7.56], [7.38, 4.48, -8.97], [7.58, 6.76, -5.66], [8.25, 6.47, -6.35], [7.03, 7.47, -6.13], [8.06, 7.15, -4.85], [4.86, 5.06, -4.18], [4.80, 6.47, -5.15], [5.67, 6.45, -3.64], [7.47, 4.97, -4.79], [5.66, 5.46, -7.27], [5.94, 3.80, -6.71], [8.25, 4.83, -9.52], [6.45, 4.87, -9.37], [7.44, 3.39, -8.95], [9.34, 6.08, -8.49], [10.49, 6.88, -7.83], [10.12, 8.35, -7.42], [11.26, 8.88, -6.76], [11.06, 10.13, -6.21], [11.15, 6.11, -6.63], [12.13, 6.34, -6.59], [10.93, 6.27, -5.66], [11.21, 5.11, -6.75], [8.76, 6.62, -9.24], [8.58, 5.93, -7.73], [9.63, 5.06, -8.76], [11.30, 6.96, -8.56], [9.34, 8.33, -6.66], [9.84, 8.97, -8.28], [12.02, 10.65, -6.20], [10.73, 10.13, -5.17], [10.38, 10.70, -6.84], [9.96, 8.70, -0.14], [9.44, 10.03, -0.66], [8.23, 9.83, -1.60], [8.52, 9.73, -3.09], [7.20, 9.58, -4.41], [7.74, 9.45, -6.16], [8.58, 10.56, -6.81], [8.55, 10.59, -8.34], [7.17, 10.93, -8.84], [6.15, 11.16, -4.23], [5.31, 11.62, -5.41], [4.06, 12.34, -5.05], [4.29, 13.53, -4.02], [6.19, 8.12, -4.05], [4.64, 8.22, -4.39], [3.70, 8.93, -3.36], [2.26, 8.34, -3.45], [9.27, 8.29, 0.60], [10.96, 8.76, 0.27], [9.92, 7.88, -0.85], [10.15, 10.64, -1.22], [9.15, 10.63, 0.20], [7.71, 10.79, -1.53], [7.58, 9.06, -1.18], [9.15, 8.84, -3.18], [9.08, 10.62, -3.39], [6.80, 9.30, -6.70], [8.19, 8.46, -6.16], [9.63, 10.54, -6.51], [8.33, 11.57, -6.46], [8.86, 9.61, -8.70], [9.39, 11.22, -8.65], [7.21, 12.01, -8.96], [6.40, 10.58, -8.15], [6.91, 10.71, -9.87], [6.78, 11.88, -3.71], [5.58, 10.79, -3.37], [5.01, 10.84, -6.10], [5.93, 12.28, -6.03], [3.26, 11.79, -4.55], [3.51, 12.80, -5.87], [3.44, 14.22, -4.07], [5.12, 14.14, -4.36], [4.48, 13.29, -2.98], [6.34, 7.96, -2.98], [6.76, 7.42, -4.66], [4.15, 7.25, -4.34], [4.45, 8.56, -5.41], [3.68, 10.00, -3.53], [4.03, 8.73, -2.33], [2.18, 7.56, -2.70], [2.04, 8.05, -4.47], [1.50, 9.07, -3.19], [6.31, 7.46, -6.90], [4.98, 7.84, -7.43], [4.39, 6.97, -8.43], [4.61, 9.27, -7.38], [4.17, 7.27, -6.18], [7.03, 7.66, -8.33], [6.97, 9.04, -8.86], [7.06, 6.53, -9.19], [8.45, 7.66, -7.54]], "lowdin_charge": [-0.061, -0.115, -0.111, -0.240, -0.094, 0.039, 0.119, -0.185, 0.137, 0.137, 0.018, 0.080, 0.158, 0.096, 0.162, 0.080, 0.120, 0.124, -0.074, -0.114, -0.189, -0.107, -0.096, 0.255, 0.163, 0.161, 0.168, 0.100, 0.040, 0.114, 0.163, 0.087, 0.124, 0.132, 0.114, 0.056, -0.106, -0.242, -0.247, -0.261, 1.141, -0.231, -0.185, -0.196, -0.145, -0.212, -0.247, -0.236, -0.088, -0.255, -0.217, -0.200, -0.067, 0.082, 0.083, 0.061, 0.110, 0.119, 0.107, 0.114, 0.083, 0.094, 0.061, 0.039, -0.050, 0.146, 0.067, 0.147, 0.100, 0.068, 0.116, 0.097, 0.074, 0.073, 0.119, 0.095, 0.118, 0.075, 0.069, 0.068, 0.116, -0.011, 0.076, 0.075, 0.068, 0.110, 0.082, 0.079, 0.080, -0.288, 0.587, -0.159, -0.210, -0.258, 0.799, -0.296, -0.262, -0.493], "orbital_gap_ev": 8.86, "e_lumo_ev": -6.216, "charge": 2}

=====

For each record above, in turn, the calculated relative energy (zero: lowest compared OMol25 entry of this formula, charge and spin) values are 0.0 754.4 kcal/mol.